Entry 1:
ORCA calculation (ωB97M-V/def2-TZVPD) on an isolated molecule of C4H5N2P in a non-equilibrium geometry.

Last column: Löwdin charge in e.
Geometry (Å):
C: -2.27050 -0.44435 -0.06131  -0.14
C: 0.35125 -0.62569 0.24105  -0.25
C: 1.55754 0.31140 0.27205  -0.39
C: -0.70938 0.13322 -0.56099  -0.41
N: -3.27358 -0.82542 0.31858  0.08
N: -0.61571 1.52252 -0.35566  -0.32
P: 0.75910 2.03180 0.17939  0.95
H: 0.57568 -1.59614 -0.19973  0.11
H: -0.01722 -0.78200 1.25914  0.11
H: 2.18480 0.18515 1.15313  0.06
H: 2.18414 0.19197 -0.61754  0.07
H: -0.72613 -0.10245 -1.62811  0.12

Computed properties:
SMILES string   N#C[C@@H]1CCP=N1
Gap between HOMO and LUMO   0.354 Ha
Relative energy (zero: lowest compared OMol25 entry of this formula, charge and spin)   16.23 kcal/mol

---

Entry 2:
ORCA calculation (ωB97M-V/def2-TZVPD) on a structure of composition C54H40BrClF4N5O2P3ScSe2 in a non-equilibrium geometry.

Last column: Löwdin charge in e.
Geometry (Å):
Sc: 13.19034 14.23052 15.98247  0.73
Cl: 13.19829 8.94836 20.77925  0.71
C: 12.80967 9.93606 19.44829  -0.70
C: 11.58421 10.00739 18.83711  -0.08
C: 11.39842 10.96113 17.84086  0.00
C: 12.41369 11.83520 17.40972  -0.33
O: 12.04681 12.79777 16.53677  -0.19
C: 13.72811 11.63866 17.91861  -0.15
C: 14.87958 12.44196 17.39142  -0.30
O: 14.52964 13.75378 17.28641  -0.23
C: 13.86719 10.75868 19.00356  -0.08
H: 10.70586 9.48274 19.16959  0.11
H: 10.46288 11.09607 17.36482  0.11
H: 15.85005 12.20731 17.86206  0.17
H: 14.79312 10.67876 19.51956  0.10
F: 14.00583 16.81236 24.31510  0.15
C: 13.64926 16.75195 23.04902  -0.14
C: 13.66878 17.91561 22.29209  -0.14
F: 14.04916 19.05988 22.81079  0.15
C: 13.27902 17.85927 20.94656  -0.19
F: 13.17392 18.97020 20.20819  0.09
C: 13.04440 16.62355 20.32158  -0.32
P: 12.55229 16.48187 18.59808  1.08
C: 13.27816 17.87280 17.64409  -0.38
C: 14.57576 17.59281 17.19828  -0.10
C: 15.14952 18.44073 16.24971  -0.08
C: 14.49555 19.52796 15.77320  -0.10
C: 13.27604 19.85037 16.28364  -0.08
C: 12.63377 19.00416 17.18052  -0.09
C: 10.76915 16.97003 18.86384  -0.35
C: 9.81632 16.00871 18.57674  -0.13
C: 8.49651 16.24714 18.84625  -0.10
C: 8.07781 17.49098 19.30321  -0.06
C: 9.05501 18.48443 19.59430  -0.05
C: 10.38566 18.21014 19.35297  -0.11
C: 13.00575 15.47626 21.10797  -0.53
Br: 12.61916 13.71344 20.41546  0.90
C: 13.33270 15.53034 22.46283  -0.25
F: 13.30231 14.42543 23.21837  0.08
H: 15.06123 16.69366 17.50965  0.09
H: 16.15669 18.23789 15.88852  0.12
H: 14.99094 20.20064 15.08059  0.12
H: 12.76467 20.73110 15.91353  0.11
H: 11.62998 19.32804 17.44681  0.10
H: 10.13948 15.02497 18.18001  0.11
H: 7.75579 15.46623 18.72945  0.11
H: 7.00776 17.68745 19.47658  0.11
H: 8.75607 19.45250 19.97142  0.11
H: 11.17885 18.88537 19.59613  0.09
Se: 14.43078 7.85400 14.22500  0.35
P: 15.71445 9.25924 13.40065  0.50
C: 17.51750 8.96998 13.64683  -0.36
C: 18.02890 7.68956 13.63826  -0.08
C: 19.33859 7.43982 13.96254  -0.08
C: 20.19806 8.45360 14.23595  -0.06
C: 19.71408 9.77543 14.18832  -0.05
C: 18.35110 10.02379 13.94922  -0.10
C: 15.54471 9.39270 11.60044  -0.33
C: 14.35388 8.99679 11.00308  -0.13
C: 14.28476 8.91059 9.63467  -0.08
C: 15.36624 9.30547 8.85860  -0.06
C: 16.57965 9.70045 9.43798  -0.06
C: 16.67897 9.74533 10.81684  -0.07
C: 15.49557 10.82732 14.22641  -0.41
C: 14.86232 12.04130 13.86628  -0.34
N: 14.67743 12.68208 15.02587  -0.02
N: 15.14738 11.92116 15.96649  -0.06
N: 15.65765 10.77826 15.53107  0.18
P: 14.32105 12.99121 12.42740  0.68
Se: 13.47064 14.76614 13.27790  0.45
C: 15.78515 13.27438 11.42036  -0.33
C: 15.67898 13.93404 10.19918  -0.08
C: 16.81323 14.13999 9.43688  -0.07
C: 18.00491 13.61481 9.84464  -0.07
C: 18.15002 12.97142 11.07355  -0.05
C: 17.03091 12.88269 11.89209  -0.08
C: 13.04962 12.09658 11.50680  -0.34
C: 12.78299 12.08721 10.14461  -0.06
C: 11.62270 11.43922 9.61753  -0.05
C: 10.73511 10.80806 10.48209  -0.06
C: 11.01771 10.78646 11.84079  -0.07
C: 12.14884 11.36578 12.33539  -0.09
H: 17.27113 6.91065 13.46368  0.10
H: 19.68022 6.44590 13.96254  0.10
H: 21.26584 8.29320 14.42704  0.12
H: 20.36823 10.59953 14.37738  0.10
H: 18.03039 11.05754 13.96616  0.08
H: 13.53713 8.60998 11.61441  0.07
H: 13.36981 8.55781 9.18174  0.11
H: 15.30173 9.38549 7.80152  0.10
H: 17.39009 10.03426 8.79113  0.11
H: 17.61292 9.92185 11.34346  0.10
H: 14.74700 14.26475 9.78765  0.10
H: 16.74600 14.73079 8.50447  0.13
H: 18.85356 13.75935 9.14912  0.12
H: 19.13111 12.59982 11.35474  0.12
H: 17.11230 12.40228 12.83687  0.06
H: 13.48929 12.55176 9.45250  0.10
H: 11.44851 11.44182 8.56175  0.10
H: 9.81832 10.32537 10.11751  0.12
H: 10.35402 10.20047 12.45447  0.12
H: 12.34657 11.31418 13.37853  0.10
C: 10.35150 18.06701 13.34916  0.01
N: 10.07730 17.50157 14.70060  -0.15
C: 8.99621 18.10004 15.50176  0.01
C: 10.89352 16.62290 15.22424  -0.21
N: 11.66546 15.85768 15.66214  0.10
H: 9.54266 17.98357 12.64586  0.09
H: 11.25689 17.58930 12.97653  0.09
H: 10.55707 19.12958 13.51224  0.10
H: 8.08531 17.70480 15.08311  0.10
H: 8.96324 19.14750 15.35707  0.08
H: 9.14884 17.82179 16.51817  0.06

Computed properties:
Net charge   +1
Gap between HOMO and LUMO   0.279 Ha
Relative energy (zero: lowest compared OMol25 entry of this formula, charge and spin)   0.00 kcal/mol

---

Entry 3:
ORCA calculation (ωB97M-V/def2-TZVPD) on a structure of composition C35H40MnN7O2S5 in a non-equilibrium geometry.

Last column: Löwdin charge in e.
Geometry (Å):
Mn: -0.01819 -1.23261 -0.50425  0.67
C: 2.14306 -4.34322 -0.19880  -0.46
C: 1.25472 -4.68544 -1.40103  -0.45
S: -0.38875 -3.85972 -1.44316  0.88
C: -1.47560 -4.93659 -0.52421  -0.51
C: -1.25735 -5.26075 1.05492  -0.45
S: -1.27739 -3.70412 2.01416  0.85
C: 0.19798 -3.70030 3.10617  -0.50
C: 0.37154 -2.25830 3.61264  -0.48
S: 0.65268 -1.04959 2.23902  0.87
C: 2.44643 -1.10650 2.21006  -0.50
C: 3.16886 -2.27361 1.49415  -0.43
S: 2.58728 -2.54180 -0.23526  0.89
H: 2.98239 -4.92438 -0.13583  0.06
H: 1.66927 -4.53243 0.73943  0.03
H: 1.15505 -5.73765 -1.34263  0.08
H: 1.69549 -4.42022 -2.33842  0.06
H: -1.56972 -5.80355 -1.08186  0.04
H: -2.46418 -4.42465 -0.52423  0.07
H: -0.25462 -5.76395 1.10235  0.08
H: -2.09263 -5.88978 1.33684  0.07
H: 1.00127 -4.05201 2.46101  0.03
H: 0.05284 -4.40228 3.94943  0.09
H: 1.20910 -2.12275 4.36183  0.11
H: -0.54946 -2.01333 4.15324  0.08
H: 2.83072 -1.05180 3.22089  0.08
H: 2.61950 -0.14511 1.84583  0.03
H: 3.03422 -3.20254 1.99150  0.05
H: 4.26445 -2.10622 1.34061  0.09
C: 2.63409 5.47406 3.48645  -0.05
C: 1.94523 4.60153 2.48925  -0.31
C: 1.23913 3.53352 2.90808  -0.08
C: 0.73773 2.64715 2.02018  -0.09
C: 0.94843 2.74186 0.64114  -0.27
C: 1.59516 3.90217 0.14765  -0.02
C: 2.16529 4.77450 1.12138  -0.01
S: 0.33843 1.61260 -0.54294  0.56
O: 0.01236 2.30089 -1.77857  -0.29
O: -0.79932 0.96255 0.12944  -0.38
N: 1.40144 0.47915 -0.80487  -0.21
C: 2.19893 0.43212 -1.94205  -0.31
C: 3.40048 1.10383 -2.11223  0.04
C: 4.28464 0.77897 -3.21885  -0.06
C: 3.94301 -0.10062 -4.12363  -0.06
C: 2.65397 -0.67106 -4.11032  -0.14
C: 2.24363 -1.58683 -5.05590  0.01
C: 0.97846 -2.15242 -4.97324  -0.04
C: 0.16056 -1.83157 -3.90416  -0.17
N: 0.61873 -1.13237 -2.86472  0.04
C: 1.81569 -0.47410 -2.96693  -0.17
H: 2.59488 6.48119 3.16179  0.06
H: 3.77982 5.17769 3.48930  0.13
H: 2.34796 5.26749 4.53283  0.08
H: 1.05957 3.30461 4.02404  0.16
H: 0.13954 1.81874 2.38220  0.08
H: 1.70886 4.05516 -0.90807  0.11
H: 2.71101 5.64754 0.79550  0.11
H: 3.68680 1.80103 -1.36965  0.10
H: 5.24509 1.26192 -3.27037  0.11
H: 4.55944 -0.19128 -4.99476  0.12
H: 2.80993 -1.87789 -5.94916  0.13
H: 0.44525 -2.69898 -5.74533  0.11
H: -0.90128 -2.06828 -3.90102  0.10
C: -3.63704 -1.57604 0.20212  0.01
C: -3.19514 -0.75860 -0.96423  -0.36
N: -2.07566 -0.83401 -1.66419  0.05
C: -2.13301 0.28762 -2.55889  -0.10
C: -3.28782 0.94358 -2.34725  -0.06
N: -3.94878 0.30488 -1.31748  0.00
C: -4.92728 0.96026 -0.45114  -0.06
N: -4.33783 1.72755 0.61613  -0.03
N: -4.21079 1.12619 1.81052  0.05
N: -3.45851 1.82001 2.56074  0.09
C: -3.02940 2.92124 1.92500  -0.27
C: -2.31513 4.00442 2.40253  -0.04
C: -2.13507 5.07967 1.61538  -0.07
C: -2.62084 5.00635 0.27948  -0.06
C: -3.35427 3.94551 -0.23387  0.00
C: -3.54853 2.90390 0.65003  -0.16
H: -3.51272 -1.03868 1.09951  0.05
H: -3.09869 -2.49831 0.17670  0.02
H: -4.71096 -1.77593 0.06231  0.10
H: -1.17284 0.50959 -3.16180  0.13
H: -3.50394 1.92207 -2.69266  0.11
H: -5.58087 0.25479 0.06386  0.13
H: -5.53020 1.62958 -1.06943  0.15
H: -1.93037 3.86457 3.44832  0.14
H: -1.56524 5.97297 1.91893  0.12
H: -2.16898 5.72553 -0.40897  0.11
H: -3.70202 3.74168 -1.25844  0.11

Computed properties:
Net charge   +1
Gap between HOMO and LUMO (alpha / beta)   0.303 / 0.302 Ha
Relative energy (zero: lowest compared OMol25 entry of this formula, charge and spin)   45.00 kcal/mol
Spin multiplicity   6

---

Which of these has the highest relative energy (zero: lowest compared OMol25 entry of this formula, charge and spin)?
C35H40MnN7O2S5